{
  "formula": "C4H14N2O2",
  "method": "ωB97M-V with the def2-TZVPD basis set",
  "symbols": ["N", "C", "C", "O", "C", "N", "C", "H", "H", "H", "H", "H", "H", "H", "H", "H", "H", "H", "H", "H", "H", "O"],
  "coordinates": [[0.882, -1.953, -0.664], [-1.680, 0.587, 0.159], [-2.390, -0.665, -0.148], [-1.477, -1.597, -0.807], [-0.696, 0.585, 1.229], [0.701, 0.907, 0.783], [0.861, 2.045, -0.083], [1.022, -2.768, -1.238], [0.462, -2.205, 0.220], [-2.168, 1.550, -0.018], [-3.248, -0.501, -0.792], [-2.683, -1.248, 0.740], [-0.635, -1.171, -1.045], [-0.868, 1.230, 2.091], [-0.575, -0.459, 1.553], [1.342, 0.204, 0.372], [0.632, 2.981, 0.471], [1.906, 2.211, -0.373], [0.320, 2.042, -1.051], [3.698, -0.228, -0.595], [1.775, -1.373, -0.557], [2.818, -0.175, -0.249]],
  "homo_ev": -7.662,
  "e_tot_ev": -11443.3464,
  "molar_mass_g_mol": 122.17,
  "e_lumo_ev": -3.592,
  "homo_lumo_gap_ev": 4.07
}

{
  "formula": "C35H91BrO17Si2",
  "method": "ωB97M-V with the def2-TZVPD basis set",
  "symbols": ["C", "C", "Br", "C", "Si", "O", "Si", "H", "H", "H", "H", "H", "H", "H", "H", "H", "H", "H", "C", "O", "C", "C", "O", "C", "H", "H", "H", "H", "H", "H", "H", "H", "H", "H", "C", "O", "C", "C", "O", "C", "H", "H", "H", "H", "H", "H", "H", "H", "H", "H", "C", "O", "C", "C", "O", "C", "H", "H", "H", "H", "H", "H", "H", "H", "H", "H", "C", "O", "C", "C", "O", "C", "H", "H", "H", "H", "H", "H", "H", "H", "H", "H", "C", "O", "C", "C", "O", "C", "H", "H", "H", "H", "H", "H", "H", "H", "H", "H", "C", "O", "C", "C", "O", "C", "H", "H", "H", "H", "H", "H", "H", "H", "H", "H", "C", "O", "C", "C", "O", "C", "H", "H", "H", "H", "H", "H", "H", "H", "H", "H", "C", "O", "C", "C", "O", "C", "H", "H", "H", "H", "H", "H", "H", "H", "H", "H"],
  "coordinates": [[1.272, 0.756, 1.789], [1.077, -0.750, 2.152], [2.790, -1.694, 2.330], [0.123, -1.437, 1.117], [-1.378, -2.059, 2.126], [-2.057, -0.786, 3.050], [-3.110, 0.231, 2.171], [2.321, 0.994, 1.999], [0.673, 1.352, 2.487], [1.006, 0.966, 0.755], [0.605, -0.761, 3.138], [0.626, -2.298, 0.660], [-0.199, -0.750, 0.329], [-2.353, -2.724, 1.251], [-0.822, -3.007, 3.116], [-3.767, -0.452, 1.051], [-2.419, 1.441, 1.688], [-4.134, 0.703, 3.129], [5.883, 1.259, 3.135], [4.721, 2.001, 3.472], [4.004, 1.436, 4.563], [4.281, 2.178, 5.857], [5.631, 2.019, 6.271], [6.436, 3.143, 5.962], [6.495, 1.876, 2.478], [6.470, 1.000, 4.018], [5.602, 0.346, 2.599], [4.232, 0.372, 4.667], [2.939, 1.530, 4.327], [3.652, 1.754, 6.645], [4.028, 3.238, 5.757], [6.219, 3.964, 6.654], [6.283, 3.481, 4.934], [7.479, 2.852, 6.083], [-4.985, 4.173, 0.401], [-5.501, 2.857, 0.273], [-6.817, 2.732, 0.798], [-7.859, 2.748, -0.304], [-7.913, 4.011, -0.955], [-7.229, 4.015, -2.196], [-4.102, 4.251, -0.233], [-5.709, 4.927, 0.086], [-4.691, 4.359, 1.439], [-7.017, 3.517, 1.534], [-6.866, 1.768, 1.312], [-8.843, 2.575, 0.141], [-7.671, 1.948, -1.024], [-7.821, 3.489, -2.954], [-6.242, 3.554, -2.117], [-7.107, 5.052, -2.507], [4.487, -3.902, -1.045], [4.341, -5.238, -0.591], [3.102, -5.453, 0.072], [2.100, -6.142, -0.835], [1.722, -5.308, -1.920], [2.390, -5.641, -3.128], [5.319, -3.872, -1.749], [3.589, -3.544, -1.554], [4.717, -3.245, -0.200], [2.697, -4.511, 0.454], [3.306, -6.103, 0.929], [1.193, -6.351, -0.259], [2.497, -7.095, -1.196], [1.962, -6.555, -3.553], [3.463, -5.778, -2.975], [2.241, -4.825, -3.833], [3.308, -5.833, -9.570], [2.150, -5.094, -9.218], [1.439, -5.669, -8.131], [1.731, -4.944, -6.830], [3.084, -5.113, -6.430], [3.887, -3.984, -6.732], [3.917, -5.210, -10.223], [3.900, -6.103, -8.693], [3.024, -6.740, -10.114], [1.667, -6.734, -8.038], [0.373, -5.569, -8.356], [1.107, -5.376, -6.042], [1.480, -3.882, -6.914], [3.678, -3.173, -6.026], [3.723, -3.631, -7.752], [4.931, -4.277, -6.627], [2.770, 7.481, 2.028], [3.222, 6.305, 1.380], [3.521, 5.254, 2.291], [2.401, 4.234, 2.352], [1.216, 4.788, 2.912], [0.255, 5.135, 1.929], [2.332, 8.133, 1.273], [2.012, 7.263, 2.784], [3.614, 8.001, 2.494], [3.735, 5.653, 3.287], [4.425, 4.759, 1.924], [2.712, 3.415, 3.007], [2.203, 3.815, 1.361], [-0.232, 4.232, 1.543], [0.704, 5.689, 1.101], [-0.498, 5.763, 2.403], [8.368, -5.878, 1.458], [9.220, -5.441, 0.412], [9.920, -6.509, -0.211], [9.271, -6.904, -1.525], [7.983, -7.462, -1.319], [6.935, -6.538, -1.574], [7.697, -5.057, 1.707], [7.768, -6.740, 1.160], [8.960, -6.130, 2.344], [9.991, -7.371, 0.459], [10.935, -6.154, -0.413], [9.884, -7.676, -2.001], [9.221, -6.048, -2.203], [6.812, -6.401, -2.655], [7.123, -5.572, -1.102], [6.015, -6.948, -1.168], [-4.521, 6.294, 4.792], [-5.461, 6.159, 3.739], [-6.749, 6.650, 4.086], [-6.994, 8.029, 3.502], [-6.134, 9.001, 4.081], [-5.031, 9.321, 3.249], [-3.526, 6.136, 4.376], [-4.557, 7.288, 5.244], [-4.705, 5.535, 5.560], [-6.880, 6.660, 5.172], [-7.482, 5.956, 3.663], [-8.020, 8.330, 3.735], [-6.886, 8.013, 2.414], [-5.357, 9.960, 2.422], [-4.549, 8.425, 2.851], [-4.307, 9.870, 3.850], [-8.932, -3.234, -3.631], [-9.017, -2.008, -4.339], [-9.954, -1.107, -3.766], [-9.265, -0.043, -2.932], [-8.641, -0.603, -1.783], [-7.242, -0.767, -1.944], [-8.037, -3.755, -3.971], [-8.857, -3.078, -2.553], [-9.805, -3.857, -3.851], [-10.696, -1.645, -3.169], [-10.477, -0.619, -4.593], [-10.019, 0.665, -2.575], [-8.540, 0.511, -3.536], [-6.740, 0.204, -1.866], [-6.992, -1.229, -2.901], [-6.883, -1.409, -1.141]],
  "homo_ev": -9.037,
  "e_tot_ev": -158367.3235,
  "molar_mass_g_mol": 920.17,
  "e_lumo_ev": 0.521,
  "homo_lumo_gap_ev": 9.56
}

{
  "formula": "C8H18O4S2",
  "method": "ωB97M-V with the def2-TZVPD basis set",
  "symbols": ["C", "C", "C", "O", "C", "O", "H", "H", "H", "H", "H", "H", "C", "S", "O", "C", "H", "H", "H", "H", "H", "H", "C", "S", "O", "C", "H", "H", "H", "H", "H", "H"],
  "coordinates": [[3.874, -3.295, 0.254], [2.428, -3.479, 0.430], [1.482, -2.321, -0.089], [0.125, -2.346, 0.434], [-0.436, -3.643, 0.385], [-0.563, -4.339, -0.629], [4.418, -2.732, 1.074], [4.356, -3.743, -0.669], [2.102, -4.436, 0.945], [1.516, -2.291, -1.237], [1.969, -1.331, 0.248], [-0.755, -4.108, 1.386], [-1.791, -0.210, 2.024], [-2.196, 1.356, 1.226], [-1.904, 2.447, 2.204], [-3.985, 1.106, 1.215], [-0.712, -0.253, 2.167], [-2.289, -0.277, 2.993], [-2.103, -1.036, 1.383], [-4.347, 0.961, 2.235], [-4.227, 0.236, 0.602], [-4.454, 1.992, 0.787], [-0.563, 3.221, -1.590], [0.755, 2.167, -2.232], [1.245, 1.323, -1.101], [1.954, 3.494, -2.476], [-1.412, 2.590, -1.330], [-0.218, 3.749, -0.699], [-0.865, 3.937, -2.357], [2.143, 4.004, -1.529], [1.571, 4.200, -3.214], [2.883, 3.056, -2.843]],
  "homo_ev": -7.417,
  "e_tot_ev": -38440.9642,
  "molar_mass_g_mol": 242.36,
  "e_lumo_ev": -0.797,
  "homo_lumo_gap_ev": 6.62
}